Density functional theory data (ωB97M-V/def2-TZVPD) for a structure of composition C23H41FFeP2 in a non-equilibrium geometry.

Each line ends with the Mulliken spin population.
Cartesian coordinates (Å):
H 0.522 0.279 -4.953  0.00
H 2.202 2.943 -0.782  0.01
C -0.593 2.386 -3.572  0.07
H -0.804 1.963 -4.558  0.01
C -2.096 -1.863 -0.919  0.03
H -0.068 1.810 -0.845  0.02
H -1.764 -0.230 -4.674  0.00
C 1.119 -0.043 -2.921  -0.13
C -1.651 0.285 -2.579  -0.06
H 3.156 -1.872 1.859  0.00
H 1.584 -3.046 0.568  0.00
H -2.896 -0.040 3.637  0.00
C 0.371 -1.968 1.960  -0.01
H 2.546 1.471 -2.361  0.00
C 0.757 -3.220 1.274  -0.01
H 0.521 1.830 4.270  0.00
Fe -0.189 -0.061 0.896  3.38
H -3.062 -1.877 2.220  0.00
H 3.476 0.121 -1.355  0.01
H 3.053 -1.744 3.611  0.01
H 1.732 -0.896 -2.579  0.01
C 0.896 2.494 -3.295  0.04
C 0.352 0.824 -0.669  -0.35
H 1.236 0.588 5.302  0.01
C -1.279 1.633 -2.475  0.61
H 2.161 1.215 3.941  0.01
H 2.598 -1.283 -0.622  -0.01
P 1.806 0.859 0.264  0.04
H -1.386 -1.607 -3.671  0.00
H 3.367 2.736 0.614  0.00
C 2.333 2.603 0.255  0.04
H -3.540 1.393 -1.038  0.00
C -0.966 -1.613 2.453  0.15
C 0.309 -0.414 -4.131  0.00
H -2.766 0.104 -2.528  0.04
C -2.170 -2.486 2.420  0.03
H 1.624 3.119 0.922  -0.01
H -2.348 -2.999 3.379  0.00
C -1.915 0.163 4.088  0.00
H -1.961 -0.214 5.127  0.01
H -1.776 1.253 4.150  0.00
H -3.130 -2.017 -1.240  0.00
P -1.938 -0.108 -0.399  0.12
C 0.558 -0.091 3.351  0.10
C 1.311 -1.007 2.539  0.19
H 0.669 -1.380 -4.488  0.00
H -1.823 2.299 -1.795  -0.02
H 0.228 0.016 -1.439  0.23
H -0.091 -3.652 0.731  0.00
H -1.004 3.403 -3.598  0.01
C 2.777 -1.239 2.666  0.03
C 1.520 1.271 -2.700  0.11
H 1.454 2.680 -4.230  0.00
H -2.095 -3.270 1.661  0.00
C 3.081 -0.315 -0.429  0.03
C -3.367 0.932 -0.060  0.00
H -1.786 -2.607 -0.174  0.00
C -0.821 -0.443 3.293  0.11
H -4.241 0.384 0.305  0.00
H 3.318 -0.281 2.657  0.00
C -1.166 -0.537 -3.797  0.01
H -3.074 1.692 0.668  0.00
C 1.145 0.927 4.253  0.00
H -1.387 -1.876 -1.752  -0.01
F -0.716 1.693 1.645  0.15
H 3.895 -0.467 0.304  -0.01
H 1.103 -3.979 1.997  0.00
H 1.090 3.374 -2.654  -0.01

Output
Kohn-Sham gap (spin up / spin down), Eh: 0.229 / 0.271
⟨S²⟩: 8.918
DFT total energy, a.u.: -2946.733051
Charge: +1
2S+1: 6
LUMO (spin up / spin down), eV: -3.14 / -3.33
E_HOMO (spin up / spin down), Eh: -0.3443 / -0.3934



Density functional theory data (ωB97M-V/def2-TZVPD) for a structure of composition C23H41FGdP2 in a non-equilibrium geometry.

Each line ends with the Mulliken spin population.
Cartesian coordinates (Å):
H 0.631 3.176 1.423  0.00
H -5.605 4.160 -0.637  0.00
C -0.922 3.290 -1.750  0.00
H 0.272 -2.846 2.198  0.00
H -5.687 2.728 -5.643  0.00
C 2.717 1.950 -0.014  0.00
C 2.370 -0.494 0.759  -0.01
C 3.169 -1.166 -0.287  0.00
H -0.945 -1.312 3.087  0.00
C 1.250 -2.610 1.762  0.00
F -0.045 -2.223 -1.589  0.00
H -1.183 3.508 -0.705  0.00
C -3.552 -1.400 0.007  0.00
H 1.353 -3.108 0.787  0.00
C 1.075 1.103 1.783  -0.02
C -4.222 5.663 -3.063  0.00
H -3.579 5.908 -2.200  0.00
H -3.415 3.059 -5.259  0.00
H -5.452 1.323 -3.707  0.00
C -5.979 2.283 -3.567  0.00
C -3.428 1.376 0.951  0.00
C 0.691 -0.156 2.303  0.00
H -2.795 2.269 1.047  0.00
H -6.205 4.121 -4.702  0.00
C -5.529 3.256 -4.685  0.00
H 1.038 2.788 3.086  0.00
H 3.559 -0.455 -1.022  0.00
H 2.615 -1.971 -0.804  0.00
H 0.787 1.746 -3.744  0.00
H -3.017 -2.194 -0.543  0.00
H -0.543 2.350 2.458  0.00
H -2.715 0.051 -2.509  0.00
H -4.553 -1.257 -0.415  0.00
C -3.522 4.648 -3.926  0.00
C 0.518 2.414 2.198  0.00
C -0.148 1.176 -3.644  0.00
C -5.671 4.011 -1.717  0.00
H 4.038 -1.636 0.173  0.00
H 1.990 -3.068 2.419  0.00
H -4.320 6.603 -3.639  0.00
H 3.666 2.272 0.426  0.00
H -5.837 1.957 -1.392  0.00
H -7.052 2.058 -3.716  0.00
H -2.446 4.812 -4.050  0.00
P -0.737 1.496 -1.956  -0.01
H 2.944 1.600 -1.027  0.00
H 0.060 0.098 -3.758  0.00
C -5.784 2.743 -2.150  0.00
H -4.389 1.670 0.513  0.00
H -3.287 1.615 -1.929  0.00
C 1.490 -1.153 1.685  -0.02
H 0.033 -0.495 4.295  0.00
C -2.515 0.839 -1.766  0.00
H -1.672 3.743 -2.408  0.00
H -3.628 0.934 1.934  0.00
C -0.386 -0.392 3.290  0.00
P -2.541 0.109 -0.004  -0.01
H -5.947 6.099 -1.868  0.00
C -4.080 3.660 -4.630  0.00
H -3.654 -1.685 1.065  0.00
H -0.847 1.508 -4.419  0.00
H -6.338 5.266 -3.364  0.00
H -1.087 0.445 3.326  0.00
H 0.053 3.722 -2.005  0.00
C -5.624 5.275 -2.530  0.00
H 2.084 2.837 -0.079  0.00
Gd 0.170 -0.604 -0.328  7.08
C 2.093 0.898 0.820  0.00

Output
Kohn-Sham gap (spin up / spin down), Eh: 0.283 / 0.293
⟨S²⟩: 15.765
DFT total energy, a.u.: -2448.909307
Charge: +1
2S+1: 8
LUMO (spin up / spin down), eV: -3.04 / -2.79
E_HOMO (spin up / spin down), Eh: -0.3945 / -0.3953



Density functional theory data (ωB97M-V/def2-TZVPD) for a structure of composition C23H42BClI2NNaO7P in a non-equilibrium geometry.

Each line ends with the Mulliken charge.
Cartesian coordinates (Å):
I 1.139 -2.090 -1.408  0.11
C 1.251 -2.365 3.009  -1.11
H 2.282 -0.216 1.639  0.32
C 0.169 1.067 2.950  -2.32
H -3.513 -0.392 0.784  1.45
H -1.213 -4.115 2.365  0.07
C 3.669 2.009 0.397  -1.01
H 2.797 1.919 2.370  0.49
C 2.449 1.878 1.337  -0.89
C 0.575 -1.838 0.621  -1.42
C 2.311 2.848 -4.369  -0.40
C -3.424 1.607 -0.078  -1.00
H -1.064 1.275 -1.434  0.51
H -3.090 -5.468 -0.930  0.28
O -0.766 0.085 5.162  -0.56
H 4.428 3.537 -0.956  0.47
C 3.127 0.605 -4.654  -0.30
H -2.206 3.115 -2.000  0.32
C -2.626 -5.848 -0.020  -1.21
H -3.095 -6.809 0.187  0.38
C -2.770 0.375 0.581  -1.08
H 1.391 2.288 -4.147  0.21
C 1.725 0.543 1.088  -0.92
B -1.005 0.781 3.975  0.86
C -0.519 -0.834 1.059  3.85
H 1.080 0.746 3.463  0.31
O -2.133 -2.576 1.337  -0.09
H -4.648 1.740 -1.869  0.38
O -3.166 3.071 -2.024  -0.59
C -3.595 1.772 -1.594  -0.76
C -1.522 -0.290 -0.060  -0.88
I 2.844 -3.860 1.017  0.10
C 3.470 3.104 -0.661  -1.15
H 1.698 2.386 -1.646  -0.14
H 2.454 0.424 -3.804  -0.12
H 1.803 2.741 1.193  0.55
H -1.568 -6.027 -0.213  0.34
H 1.050 -1.337 3.308  0.13
H 3.830 1.060 -0.119  0.53
H -4.410 1.674 0.386  0.59
H 0.245 2.158 2.886  0.33
H 2.174 4.387 -2.914  0.33
H 4.565 2.247 0.969  0.45
H 2.785 0.117 -5.575  0.28
O -2.274 1.234 3.749  -0.61
H 4.092 0.158 -4.413  0.28
O -0.472 2.707 0.612  -0.62
C -2.840 -4.876 1.148  -0.54
H -0.290 0.606 5.817  0.31
H -2.184 -0.913 2.441  0.92
C -1.433 -1.582 2.048  -2.91
O -1.704 -0.796 -2.716  -0.35
H -2.909 2.509 0.252  0.41
H -3.042 -5.441 2.060  0.44
Cl -4.086 -1.529 -1.354  -0.28
H -3.099 1.008 -2.182  0.25
O 3.288 1.957 -4.924  -0.41
H -2.498 0.729 1.569  -0.25
C -0.338 1.520 0.480  -1.14
C 2.748 2.576 -1.899  0.41
H 1.793 0.315 0.024  0.00
H 3.209 1.617 -2.165  0.09
H -2.892 0.835 4.374  0.30
H 2.196 -2.655 3.459  0.67
Na 1.410 -0.793 -5.325  0.97
C 2.802 3.511 -3.103  -0.77
C 0.225 0.514 1.506  2.43
H 2.862 3.912 -0.247  0.40
H 0.492 -3.017 3.445  0.19
H -1.303 -1.429 -3.319  0.34
P -2.025 -1.651 -1.329  0.09
H 3.821 3.882 -3.238  0.41
H -0.912 -4.081 0.618  0.01
H -3.728 -4.271 0.961  0.20
H 2.076 3.579 -5.142  0.41
C 1.326 -2.504 1.506  0.05
H -0.932 -1.975 2.934  0.44
C -1.670 -3.921 1.390  0.34
N -0.687 0.774 -0.646  0.86

Output
Kohn-Sham gap, Eh: 0.225
DFT total energy, a.u.: -3066.925895
Charge: +1
LUMO, eV: -4.74
E_HOMO, Eh: -0.3988



Density functional theory data (ωB97M-V/def2-TZVPD) for a structure of composition C23H43BCl2F4N3NiO4Si in a non-equilibrium geometry.

Each line ends with the Mulliken spin population.
Cartesian coordinates (Å):
C 1.875 4.119 -1.993  0.00
H -0.902 2.754 2.237  0.00
H -2.111 -4.474 0.819  0.00
C 1.209 2.532 2.658  0.00
H 1.198 0.020 -5.236  0.00
H 1.070 -1.172 1.461  0.00
H -2.776 -5.907 -0.030  0.00
H -3.387 2.371 -2.545  0.00
C -3.008 3.326 -2.179  0.00
F 0.846 -3.901 3.999  0.00
H 2.330 0.022 -3.845  0.00
C 0.092 2.587 1.829  0.00
C 2.511 4.370 -3.334  0.00
N -0.925 -5.277 -0.737  0.02
O -0.962 -0.808 1.600  0.00
O -0.960 -3.068 -1.299  0.07
H 1.766 -0.653 4.988  0.00
C 1.653 2.658 -1.611  0.00
F 0.319 -5.708 2.629  0.00
H -2.733 -4.305 -0.879  0.00
H -0.613 -7.244 -0.125  0.00
O 0.441 2.315 -2.283  -0.02
Cl 2.901 -2.410 -0.763  0.13
C -0.052 -6.321 -0.220  0.00
H -0.562 2.622 -0.255  -0.02
H -1.484 -0.465 -3.676  0.00
C -2.241 -4.980 -0.157  0.00
H 1.842 4.867 -4.074  0.00
H -2.068 1.009 -4.393  0.00
H -2.174 3.669 -2.810  0.00
H 3.338 2.237 2.708  0.00
H 0.752 -6.437 -0.958  0.00
H 0.781 6.892 -0.542  0.00
H -3.496 4.908 -0.139  0.00
Cl 0.546 -0.533 -0.929  0.16
C 1.208 6.438 -1.455  0.00
H 1.101 2.719 3.721  0.00
F -1.214 -3.987 2.930  0.00
H 3.416 4.958 -3.144  0.00
Si 0.160 1.346 -3.506  -0.01
H 0.943 -1.048 -3.896  0.00
H 2.805 3.436 -3.844  0.00
H -1.261 -1.525 4.310  0.00
H 2.532 -0.603 3.370  0.00
H -2.273 4.239 1.002  0.00
C -2.738 1.933 -0.137  0.00
H 0.381 -6.030 0.741  0.00
H -1.750 5.091 -0.470  0.00
N 0.445 -0.734 3.391  0.00
C 1.006 4.971 -1.437  0.00
C 1.499 2.365 -0.117  0.00
H -0.429 3.494 -4.479  0.00
C 0.167 -0.909 2.071  0.00
H 0.174 4.561 -0.861  0.00
C 0.166 2.641 -4.886  0.00
C -0.361 -4.224 -1.250  -0.01
F 0.730 -3.647 1.697  0.01
H 3.555 1.887 0.218  0.00
C -2.512 4.424 -0.045  0.00
Ni 0.790 -2.588 -0.973  1.59
H 1.841 -2.149 4.015  0.00
H -3.784 4.101 -2.173  0.00
H 0.753 6.895 -2.360  0.00
C 1.734 -1.056 3.975  0.00
H -0.440 -0.240 5.219  0.00
H 0.753 -4.300 -1.549  0.02
H -1.387 0.170 3.753  0.00
O -3.126 0.909 -0.662  0.00
C -1.548 0.612 -3.515  0.00
H -2.497 2.043 0.958  0.00
C 0.245 2.523 0.446  0.03
C 2.604 2.135 0.697  0.00
N -2.535 3.159 -0.802  0.00
H -0.244 2.250 -5.832  0.00
H 2.313 6.524 -1.468  0.00
C 2.462 2.281 2.070  0.00
B 0.167 -4.303 2.824  0.00
H 1.202 3.000 -5.007  0.00
C -0.726 -0.569 4.226  0.00
H -2.161 0.746 -2.625  0.00
H 2.545 2.058 -1.862  0.00
C 1.276 -0.020 -4.132  0.00

Output
Kohn-Sham gap (spin up / spin down), Eh: 0.292 / 0.275
⟨S²⟩: 2.010
DFT total energy, a.u.: -4510.235890
Charge: -1
2S+1: 3
LUMO (spin up / spin down), eV: 2.45 / 1.97
E_HOMO (spin up / spin down), Eh: -0.2025 / -0.2021



Density functional theory data (ωB97M-V/def2-TZVPD) for a cluster of 3 separate species, C23H43BNO9S2 in total in a non-equilibrium geometry.

Each line ends with the Mulliken charge.
Cartesian coordinates (Å):
C 1.577 3.960 -2.233  -0.42
C 1.137 2.351 2.022  0.36
O 1.194 -5.241 3.317  -0.36
H 3.444 -4.546 4.598  0.30
C 3.704 1.545 2.935  -0.72
H 2.582 0.106 4.074  0.56
C -2.319 5.821 -2.753  -1.16
C -1.121 -0.017 0.743  -0.10
C 2.571 -4.649 5.243  -1.02
H -2.275 -2.892 -3.665  0.26
O -2.490 3.758 -3.899  -0.54
H -3.282 -2.708 -5.112  0.46
H 2.580 -5.658 5.658  0.31
H 4.185 1.409 1.956  0.33
H -1.308 0.712 -0.045  -0.40
C 0.335 -1.550 -0.695  -1.39
C 0.128 0.510 3.253  0.26
O -3.194 0.410 -0.828  -0.58
H -2.421 5.665 -1.675  0.27
H 0.501 -1.246 1.422  0.24
O 1.677 0.128 -1.988  -0.74
H 2.204 4.241 2.013  0.39
H -2.382 -1.328 -4.467  0.26
H 2.559 -0.219 2.333  0.16
C 1.309 -4.373 4.453  0.10
H -3.286 6.059 -3.189  0.36
H 0.999 0.158 0.467  -0.17
C 0.338 -7.069 4.752  -0.89
H -1.913 -0.767 0.703  0.73
C 0.733 -0.907 -2.038  0.23
C -0.487 -0.330 -2.815  0.58
H 4.458 1.353 3.701  0.33
H 1.040 -2.356 -0.467  0.53
H 2.659 -3.938 6.065  0.35
N 1.233 1.286 3.037  0.08
H 2.082 4.767 -2.783  0.40
C 0.674 -6.480 3.397  0.71
H 1.532 2.755 -4.005  0.30
H 0.041 5.341 -1.597  0.43
H -4.056 0.572 -3.961  0.35
H -4.847 -1.228 -3.831  0.35
H 0.413 -4.428 5.071  0.33
H -0.404 3.621 -1.455  0.20
H 2.858 2.385 -2.905  0.24
H 1.177 -7.687 5.070  0.24
O -0.489 4.362 -3.374  -0.27
H 1.136 -1.734 -2.648  0.44
C -3.414 0.904 -3.149  -0.94
H -1.299 -0.069 -2.111  -0.93
C -4.136 -1.878 -3.319  -0.41
H -0.877 -1.026 -3.568  -0.23
C 2.521 0.569 3.092  -0.35
H 0.880 1.968 1.028  -0.56
S -1.388 0.832 2.352  -0.38
B 0.904 1.374 -2.391  1.59
H 0.128 -6.338 5.527  0.31
C 2.441 3.176 1.982  -0.78
C -3.448 0.014 -1.933  0.91
C 0.128 4.351 -2.070  -0.39
C -1.800 4.561 -3.389  0.75
H 2.013 3.913 -1.232  0.02
O 0.528 -7.115 2.389  -0.58
H -0.533 -7.707 4.629  0.30
O -0.009 0.833 -3.431  -0.79
H -0.645 -2.022 -0.844  0.26
H 0.323 3.004 2.336  0.47
H -1.609 6.636 -2.897  0.35
H 2.991 2.988 1.054  0.39
O -3.736 -1.308 -2.074  -0.38
O 3.287 2.884 3.075  -0.52
H -3.725 1.899 -2.845  0.40
H 0.211 1.696 -1.384  -0.77
C -2.948 -2.219 -4.196  -0.90
S 0.096 -0.643 4.430  -0.32
H 1.347 -3.365 4.045  -0.13
H -2.387 0.978 -3.511  0.20
C 0.256 -0.643 0.541  0.33
H -4.675 -2.785 -3.044  0.36
C 1.786 2.616 -2.948  -1.00

Output
Kohn-Sham gap, Eh: 0.259
DFT total energy, a.u.: -2455.388274
Charge: -1
LUMO, eV: 2.32
E_HOMO, Eh: -0.1741



Density functional theory data (ωB97M-V/def2-TZVPD) for a structure of composition C23H43Cl2F5N3O5PbSiTe in a non-equilibrium geometry.

Each line ends with the Mulliken charge.
Cartesian coordinates (Å):
C -1.511 -1.261 -4.109  0.75
H 3.811 -2.010 -0.435  0.27
C -1.259 -2.545 -4.411  0.41
Pb 1.874 0.767 1.960  1.21
H -1.866 5.059 4.926  0.32
F -4.048 0.635 3.065  -0.41
N -0.322 3.666 4.764  0.23
C -0.139 -3.776 -0.780  -0.96
Cl 0.962 -0.598 0.198  -0.15
C -2.282 -1.978 -0.604  -0.86
H -2.927 -3.158 1.090  0.30
H -1.343 0.590 -5.225  0.16
H 2.401 0.590 -3.017  0.14
H -0.605 -4.697 2.985  0.24
H 2.353 -1.833 -3.521  0.19
O 0.976 3.514 2.874  -0.63
H -1.090 -4.257 -5.635  0.38
H 0.284 -2.013 2.141  -0.01
C 3.911 -0.974 -0.825  0.19
H 3.187 -2.911 -2.346  0.28
H 2.503 -2.884 4.828  0.31
C -0.772 4.088 -0.456  -0.63
O 4.225 -0.032 -0.084  -0.70
H 0.173 6.065 -3.276  0.32
F -2.250 0.461 1.094  -0.50
H -2.998 0.039 -4.906  0.33
H -1.998 -0.790 -6.122  0.45
C -0.188 2.875 -3.327  -0.38
C -0.493 -3.916 3.746  -0.67
H -0.526 1.855 -2.988  -0.13
O -0.542 0.340 -2.439  -0.58
C 1.038 -2.188 2.921  0.54
H -1.044 3.367 -3.833  0.39
C -1.435 -0.646 -2.653  -0.32
H 0.252 1.722 5.297  0.21
O -0.284 0.618 3.022  -0.69
H -2.393 3.365 5.161  0.26
C 3.291 -2.023 -2.981  -0.87
C 0.517 2.762 5.523  -0.94
H -1.283 -3.177 3.581  0.11
H -2.468 -0.263 -2.468  0.29
H 4.076 -2.208 -3.733  0.34
C -1.309 -1.794 -1.595  0.57
N 3.628 -0.873 -2.151  0.25
C -1.588 4.088 5.349  -0.90
N 0.817 -3.273 3.677  0.29
C 0.904 5.670 -2.554  -1.07
H 1.569 2.942 5.285  0.28
C 1.874 -3.735 4.565  -0.94
H 0.338 2.962 6.580  0.36
H 0.735 -4.418 -0.857  0.37
Si 0.389 3.941 -1.917  0.41
H -1.448 4.173 6.430  0.33
C 3.468 0.420 -2.788  -0.77
F -2.300 -1.243 3.181  -0.54
C -0.017 3.945 3.479  0.12
H -1.075 -4.846 0.866  0.59
H 3.834 1.217 -2.136  0.29
H -1.013 -3.267 -3.637  0.42
H -0.742 4.626 2.986  0.26
H 2.499 -4.488 4.067  0.28
Te -2.136 0.652 2.991  2.39
O 2.025 -1.418 3.098  -0.90
H -2.512 -3.284 -6.028  0.33
H 0.611 2.691 -4.045  0.29
C -1.980 -0.302 -5.143  -1.69
H 4.018 0.420 -3.740  0.30
F -2.276 0.915 4.889  -0.46
C -0.265 -2.712 -1.683  0.37
H 0.471 -2.573 -2.476  0.22
H -0.877 -2.765 -6.541  0.36
H -0.613 -4.371 4.732  0.38
H 0.997 6.380 -1.717  0.26
C -1.455 -3.226 -5.731  -1.74
Cl 2.149 3.221 -1.059  -0.34
C -2.180 -3.052 0.295  -0.68
F -2.320 2.550 2.783  -0.47
H 1.424 -4.193 5.451  0.31
H -0.401 4.792 0.295  0.14
H -0.946 3.128 0.040  0.04
H -1.729 4.451 -0.840  0.41
C -1.109 -3.967 0.211  -0.79
H 1.885 5.641 -3.057  0.26
H -3.114 -1.268 -0.558  0.22

Output
Kohn-Sham gap, Eh: 0.181
DFT total energy, a.u.: -3612.913808
Charge: -1
LUMO, eV: 1.21
E_HOMO, Eh: -0.1360